(1)
This record from the Open Molecules 2025 dataset describes C23H20I2N6O7S2Sc as an isolated structure. The level of theory is wB97M-V/def2-TZVPD.

```
! RIJCOSX wB97M-V def2-TZVPD def2/J DEFGRID3
* xyz -1 1
Sc 0.38 -0.91 0.20
I -5.50 -4.86 -0.22
C -3.74 -3.82 -0.68
C -2.54 -4.51 -0.76
C -1.39 -3.80 -1.06
I 0.50 -4.72 -1.18
C -1.41 -2.41 -1.26
O -0.28 -1.74 -1.47
C -2.64 -1.75 -1.19
C -2.61 -0.25 -1.29
N -1.82 0.37 -0.22
C -2.51 0.53 1.05
C -1.52 0.68 2.19
C -1.96 0.70 3.51
C -1.03 0.83 4.52
C 0.31 0.96 4.19
C 0.66 0.92 2.86
N -0.23 0.79 1.87
C -3.79 -2.45 -0.89
H -2.49 -5.57 -0.56
H -2.10 0.02 -2.22
H -3.63 0.15 -1.34
H -1.47 1.26 -0.55
H -3.18 1.39 1.05
H -3.11 -0.37 1.24
H -3.01 0.58 3.72
H -1.34 0.81 5.56
H 1.07 1.04 4.95
H 1.69 1.02 2.55
H -4.73 -1.92 -0.79
N 5.13 -2.61 -4.92
C 4.48 -1.81 -3.98
C 4.75 -0.44 -3.92
C 4.12 0.36 -2.98
C 3.23 -0.21 -2.08
C 3.00 -1.58 -2.10
C 3.61 -2.37 -3.05
S 2.41 0.81 -0.91
O 3.12 2.05 -0.83
O 2.33 0.00 0.33
N 0.86 0.98 -1.24
C 0.52 1.65 -2.39
N -0.73 2.15 -2.42
C -1.11 2.78 -3.52
C -0.28 2.95 -4.61
C 1.00 2.43 -4.47
N 1.40 1.79 -3.39
H 5.47 -2.14 -5.74
H 4.69 -3.50 -5.11
H 5.45 0.00 -4.62
H 4.30 1.42 -2.94
H 2.35 -2.06 -1.38
H 3.41 -3.44 -3.07
H -2.12 3.17 -3.52
H -0.60 3.46 -5.51
H 1.73 2.52 -5.27
O -0.48 -4.14 1.95
S -0.07 -2.77 2.06
O 0.18 -2.30 3.40
O 1.17 -2.45 1.18
O -1.06 -1.82 1.36
*
```

## Properties
Orbital gap = 7.422 eV
Lowest unoccupied orbital energy = 2.3176 eV

These are the Löwdin partial charges, in e, on atoms 1 to 4:
1 Sc 0.878
2 I 0.791
3 C -0.732
4 C -0.211

***

(2)
This record from the Open Molecules 2025 dataset describes a 2-piece molecular cluster, C6H7O3SSi overall. The level of theory is wB97M-V/def2-TZVPD.

```
! RIJCOSX wB97M-V def2-TZVPD def2/J DEFGRID3
* xyz -1 1
C 1.26 -1.20 -0.72
C 0.29 -1.80 0.13
C 0.77 -0.55 -1.85
C -1.12 -1.72 -0.06
C -0.54 -0.56 -2.12
C -1.50 -1.08 -1.17
O 0.97 2.06 3.41
O -1.62 4.19 0.11
O -0.80 2.04 1.20
Si 0.56 1.21 2.20
S -0.89 2.91 -0.08
H 2.26 -1.22 -0.44
H 0.76 -2.42 0.97
H 1.52 -0.27 -2.50
H -1.82 -2.25 0.50
H -1.04 -0.17 -2.98
H 1.30 0.91 0.99
H -0.39 -0.07 2.42
*
```

## Properties
Orbital gap (spin up / spin down) = 8.439 / 5.706 eV
Lowest unoccupied orbital energy (spin up / spin down) = 3.3022 / 2.0234 eV

These are the Löwdin partial charges, in e, on atoms 1 to 4:
1 C -0.112
2 C -0.114
3 C -0.130
4 C -0.140

***

(3)
This record from the Open Molecules 2025 dataset describes C52H42ClF3IMoN4O5S3 as an isolated structure. The level of theory is wB97M-V/def2-TZVPD.

```
! RIJCOSX wB97M-V def2-TZVPD def2/J DEFGRID3
* xyz -1 3
Mo -0.24 -0.69 -1.55
O -2.07 -1.55 -1.98
C -2.23 -2.94 -1.96
C -0.77 -3.54 -1.62
O -0.66 -4.68 -1.39
O 0.16 -2.69 -1.67
C -3.26 -3.21 -0.85
C -2.86 -3.26 0.49
C -3.78 -3.45 1.50
C -5.13 -3.60 1.21
C -5.55 -3.50 -0.10
C -4.61 -3.31 -1.12
C -2.63 -3.41 -3.37
C -2.74 -2.51 -4.44
C -3.12 -2.96 -5.70
C -3.38 -4.30 -5.92
C -3.24 -5.20 -4.87
C -2.87 -4.76 -3.61
H -2.99 -0.96 -1.86
H -1.80 -3.13 0.72
H -3.45 -3.56 2.52
H -5.85 -3.77 2.00
H -6.60 -3.60 -0.35
H -4.95 -3.25 -2.16
H -2.53 -1.45 -4.29
H -3.20 -2.24 -6.51
H -3.68 -4.64 -6.91
H -3.43 -6.25 -5.05
H -2.74 -5.47 -2.80
N -0.20 -1.38 0.30
S 0.23 -0.71 1.57
N -0.30 0.80 1.56
S 0.41 2.10 1.91
N 0.93 2.87 0.65
S 1.37 2.23 -0.80
N 0.69 1.01 -1.24
C 3.14 1.93 -0.98
C 3.94 1.76 0.12
C 5.30 1.56 -0.06
C 5.84 1.50 -1.33
C 5.01 1.61 -2.44
C 3.65 1.80 -2.28
C 1.03 3.55 -1.99
C 1.77 4.67 -2.06
C 1.46 5.64 -2.99
C 0.39 5.47 -3.86
C -0.36 4.32 -3.81
C 0.03 3.45 -2.86
C 1.54 2.05 3.17
C 1.28 1.30 4.40
C 2.15 1.39 5.46
C 3.27 2.23 5.45
C 3.48 3.02 4.29
C 2.66 2.97 3.22
C -0.88 3.16 2.58
C -1.75 2.65 3.57
C -2.71 3.47 4.13
C -2.80 4.80 3.76
C -1.92 5.31 2.81
C -0.96 4.51 2.23
C 2.00 -1.05 1.75
C 2.57 -1.29 2.95
C 3.89 -1.70 3.02
C 4.62 -1.91 1.86
C 4.02 -1.69 0.62
C 2.72 -1.27 0.56
C -0.68 -1.69 2.80
C -1.91 -1.23 3.24
C -2.64 -2.00 4.12
C -2.18 -3.25 4.51
C -1.00 -3.74 3.98
C -0.24 -2.97 3.10
H 3.53 1.81 1.12
H 5.94 1.44 0.82
H 6.91 1.36 -1.47
H 5.42 1.54 -3.45
H 3.01 1.89 -3.14
H 2.59 4.81 -1.37
H 2.04 6.55 -3.03
H 0.18 6.24 -4.59
H -1.20 4.14 -4.48
H -0.52 2.54 -2.46
H 0.43 0.64 4.44
H 1.95 0.79 6.34
H 3.94 2.30 6.30
H 4.32 3.71 4.26
H 2.81 3.59 2.35
H -1.71 1.60 3.84
H -3.40 3.06 4.86
H -3.58 5.43 4.18
H -2.00 6.34 2.50
H -0.29 4.87 1.47
H 1.99 -1.17 3.86
H 4.34 -1.88 3.98
H 5.65 -2.23 1.93
H 4.57 -1.84 -0.30
H 2.26 -1.11 -0.43
H -2.28 -0.27 2.88
H -3.60 -1.64 4.47
H -2.75 -3.87 5.19
H -0.64 -4.72 4.25
H 0.67 -3.36 2.67
Cl -1.89 0.67 -0.42
F 1.15 0.73 -6.26
C 0.62 -0.47 -5.75
F -0.39 -0.81 -6.67
F 1.56 -1.40 -5.80
C 0.26 -0.45 -4.48
O -0.61 0.49 -4.78
O 0.49 -0.95 -3.44
H 1.26 -0.92 -1.66
I -1.66 1.15 -3.10
*
```

## Properties
Orbital gap (spin up / spin down) = 4.961 / 5.050 eV
Lowest unoccupied orbital energy (spin up / spin down) = 2.2152 / 2.1740 eV

These are the Löwdin partial charges, in e, on atoms 1 to 4:
1 Mo 1.148
2 O -0.396
3 C -0.297
4 C -0.628

***

(4)
This record from the Open Molecules 2025 dataset describes C5H10FN in the gas phase. The level of theory is wB97M-V/def2-TZVPD.

```
! RIJCOSX wB97M-V def2-TZVPD def2/J DEFGRID3
* xyz 0 1
C 0.44 0.67 2.06
C -0.18 0.23 0.82
N -1.61 0.62 0.82
C 0.44 0.83 -0.43
C -0.09 -0.46 -1.27
F 1.02 -0.69 -2.16
C -0.05 -1.17 0.06
H 1.50 0.25 1.96
H -0.13 0.37 2.99
H 0.45 1.82 2.09
H -1.97 0.07 -0.04
H -2.05 0.18 1.69
H 1.51 0.72 -0.24
H -0.01 1.85 -0.59
H -0.94 -0.43 -2.00
H 1.00 -1.45 0.12
H -0.61 -2.11 0.31
*
```

## Properties
SMILES = C[C@]1(N)C[C@H](F)C1
Orbital gap = 10.409 eV
Lowest unoccupied orbital energy = 0.9716 eV

These are the Löwdin partial charges, in e, on atoms 1 to 4:
1 C -0.065
2 C -0.644
3 N 0.039
4 C -0.063

***

(5)
This record from the Open Molecules 2025 dataset describes C5H10O in the gas phase. The level of theory is wB97M-V/def2-TZVPD.

```
! RIJCOSX wB97M-V def2-TZVPD def2/J DEFGRID3
* xyz 0 1
C -0.30 1.54 1.93
C -0.82 1.02 0.59
C 0.05 0.27 -0.36
O 0.96 0.95 -0.81
C -0.28 -1.05 -1.01
C 1.00 -1.84 -1.27
H -1.05 2.23 2.32
H -0.09 0.79 2.69
H 0.61 2.13 1.75
H -0.42 1.86 -0.09
H -1.85 0.62 0.68
H -0.74 -0.78 -1.97
H -1.02 -1.63 -0.46
H 1.38 -2.28 -0.34
H 0.81 -2.65 -1.98
H 1.77 -1.18 -1.67
*
```

## Properties
SMILES = CCC(=O)CC
Orbital gap = 10.405 eV
Lowest unoccupied orbital energy = 0.7099 eV

These are the Löwdin partial charges, in e, on atoms 1 to 4:
1 C -0.101
2 C -0.176
3 C -0.430
4 O 0.034

***

(6)
This record from the Open Molecules 2025 dataset describes C13H24AuN9OS as an isolated structure. The level of theory is wB97M-V/def2-TZVPD.

```
! RIJCOSX wB97M-V def2-TZVPD def2/J DEFGRID3
* xyz 2 1
Au -0.08 -1.44 0.16
C -4.20 -4.32 -1.50
N -2.93 -4.50 -0.84
C -2.43 -5.85 -0.67
C -2.23 -3.52 -0.42
N -1.60 -2.63 -0.01
H -4.98 -4.87 -0.96
H -4.15 -4.72 -2.52
H -4.47 -3.27 -1.54
H -3.12 -6.43 -0.06
H -1.45 -5.84 -0.20
H -2.35 -6.33 -1.65
O 3.10 1.17 -0.18
C 2.32 0.33 -0.01
N 1.63 -0.59 0.26
C -0.67 5.25 -1.96
C -1.40 4.40 -2.98
C -0.46 3.61 -3.89
C -2.44 3.48 -2.31
N -1.80 2.48 -1.49
C -1.81 1.14 -1.56
N -1.04 0.69 -0.59
N -0.57 1.74 0.05
N -1.01 2.80 -0.46
H 0.19 5.74 -2.41
H -0.32 4.64 -1.13
H -1.33 6.01 -1.54
H -1.98 5.08 -3.63
H 0.12 2.88 -3.32
H 0.23 4.28 -4.38
H -1.02 3.08 -4.66
H -3.05 2.97 -3.05
H -3.09 4.08 -1.66
H -2.35 0.55 -2.27
S 0.22 -0.98 2.89
C 1.94 -0.87 3.14
N 2.50 0.31 3.30
C 3.92 0.47 3.55
C 4.44 -0.75 4.29
C 4.06 -2.02 3.54
N 2.64 -1.98 3.22
H 1.93 1.14 3.20
H 4.08 1.37 4.14
H 4.45 0.59 2.59
H 4.01 -0.78 5.29
H 5.52 -0.70 4.40
H 4.25 -2.90 4.14
H 4.63 -2.11 2.61
H 2.16 -2.86 3.08
*
```

## Properties
Orbital gap (spin up / spin down) = 5.740 / 5.734 eV
Lowest unoccupied orbital energy (spin up / spin down) = -9.8380 / -9.8412 eV

These are the Löwdin partial charges, in e, on atoms 1 to 4:
1 Au 0.982
2 C 0.003
3 N -0.171
4 C 0.005

***

Record order is preserved below.
ΔE to the lowest compared entry with this formula, charge and spin: 0.6416 3.3150 4.6482 1.9036 1.4725 2.2797 eV
Record order is preserved below.
E: -3896.53200 -1146.19790 -4921.66720 -351.05578 -271.69850 -1611.03124 a.u.
Record order is preserved below.
Strongest force on any atom: 2.56 4.55 9.72 3.64 3.34 2.46 eV/A